(1)
Entry from the OMol25 dataset: 2 unconnected molecules or ions with the total composition C9H16N5O in a non-equilibrium geometry (ωB97M-V/def2-TZVPD).

Positions of all 31 atoms, in Å:
O: -1.067 -0.303 -0.174
N: 1.096 -0.952 0.493
N: 0.690 1.085 -0.794
N: -5.138 0.822 1.709
N: -2.071 0.309 0.537
N: -3.882 -1.730 -1.708
C: 2.380 -0.490 0.975
C: 1.393 2.289 -0.304
C: -3.284 -0.103 0.184
C: -0.077 1.364 -1.959
C: 1.194 -1.587 -0.770
C: -3.617 -0.974 -0.900
C: 0.367 -1.708 1.548
C: -4.279 0.468 1.028
C: 0.194 0.217 0.158
H: 1.970 -1.031 -1.270
H: 0.239 0.672 -2.776
H: 2.343 -0.192 2.008
H: 2.687 0.377 0.525
H: 0.131 1.536 1.800
H: 3.042 -1.386 0.776
H: 0.885 -2.711 1.826
H: 1.674 -2.617 -0.821
H: 0.289 -1.102 2.435
H: 0.136 -1.621 -1.204
H: 2.408 2.119 -0.383
H: 0.923 3.131 -0.703
H: -1.201 1.366 -1.852
H: 0.159 2.392 -2.325
H: -0.611 -2.007 1.259
H: 1.025 2.367 0.680

- ΔE to the lowest compared entry with this formula, charge and spin: 7.208 eV
- HOMO level (alpha / beta): -13.2 / -13.1 eV
- Strongest force on any atom: 4.1 eV/Å
- Orbital gap (alpha / beta): 8.4 / 8.3 eV
- 2S+1: 1
- E_LUMO (alpha / beta): -4.808 / -4.781 eV
- Charge: +1


(2)
Entry from the OMol25 dataset: a molecular structure, C9H16N6O4PPtS (ωB97M-V/def2-TZVPD).

Positions of all 38 atoms, in Å:
Pt: -0.327 -0.375 -0.745
S: -1.929 -0.086 0.973
P: -1.248 0.751 -2.396
O: -1.928 -0.052 -3.594
O: -2.412 1.749 -2.005
O: -0.203 1.641 -3.227
O: 0.646 1.226 0.593
N: 0.983 -1.739 0.325
N: 0.485 0.717 1.814
N: 2.730 -2.927 0.967
N: 0.789 -2.080 1.583
N: 1.948 -3.286 3.185
N: 1.830 -2.754 1.911
C: 0.126 0.018 4.474
C: 0.690 2.496 -2.497
C: -0.790 0.264 2.235
C: -0.949 -0.039 3.559
C: 2.157 -2.275 -0.041
C: 1.405 0.413 3.981
C: -1.413 -1.303 -4.052
C: 1.587 0.736 2.682
C: -3.085 2.543 -2.992
H: 2.594 -2.167 -1.017
H: -3.626 3.312 -2.448
H: 1.293 1.919 -1.795
H: -0.021 -0.207 5.519
H: -2.203 -1.768 -4.634
H: -1.145 -1.938 -3.205
H: 2.258 0.474 4.647
H: -1.916 -0.416 3.868
H: -0.539 -1.135 -4.683
H: 2.507 1.062 2.224
H: 2.940 -3.300 3.394
H: -2.368 3.000 -3.673
H: 1.462 -2.628 3.800
H: -3.783 1.922 -3.550
H: 0.131 3.252 -1.943
H: 1.323 2.980 -3.235

- ΔE to the lowest compared entry with this formula, charge and spin: 0.000 eV
- HOMO level (alpha / beta): -4.7 / -7.3 eV
- Strongest force on any atom: 0.4 eV/Å
- Orbital gap (alpha / beta): 5.2 / 6.0 eV
- 2S+1: 4
- E_LUMO (alpha / beta): 0.464 / -1.271 eV


(3)
Entry from the OMol25 dataset: 2 unconnected molecules or ions with the total composition C9H16NO in a non-equilibrium geometry (ωB97M-V/def2-TZVPD).

Positions of all 27 atoms, in Å:
O: 0.025 3.610 1.498
N: -1.454 0.024 -1.462
C: 2.034 -1.687 1.368
C: -1.811 -2.122 -2.634
C: 0.715 2.416 1.504
C: -2.476 -0.866 -2.151
C: 0.355 1.544 2.527
C: 1.471 1.965 0.419
C: 1.621 -0.227 1.431
C: 2.001 0.682 0.444
C: 0.756 0.218 2.428
H: -1.175 -2.615 -1.902
H: 0.561 4.379 1.252
H: -2.575 -2.897 -2.768
H: -0.744 0.268 -2.159
H: 0.395 -0.502 3.158
H: 1.869 2.789 -0.173
H: 1.244 -2.310 1.773
H: -3.170 -1.141 -1.357
H: 2.777 0.425 -0.275
H: 2.132 -1.982 0.314
H: -1.847 0.917 -1.162
H: 3.002 -1.805 1.826
H: -1.393 -2.080 -3.639
H: -0.249 1.860 3.370
H: -1.030 -0.526 -0.716
H: -3.035 -0.337 -2.915

- ΔE to the lowest compared entry with this formula, charge and spin: 0.580 eV
- HOMO level: -11.5 eV
- Strongest force on any atom: 1.8 eV/Å
- Orbital gap: 8.1 eV
- 2S+1: 1
- E_LUMO: -3.483 eV
- Charge: +1